Formula: C3H6N2O2
Source: the Open Molecules 2025 dataset
Level of theory: ωB97M-V/def2-TZVPD

The geometry in XYZ format:
```
13
Properties=species:S:1:pos:R:3:lowdin_charge:R:1
C -0.44 -0.14 -0.18 -0.3849
C 0.82 -0.78 0.13 -0.2219
C 2.09 -0.80 -0.19 -0.0406
H 0.58 1.89 1.00 0.0836
H -1.39 1.79 -0.08 0.1476
H 0.20 -1.59 0.83 0.1641
H 2.52 -1.92 0.09 0.1118
H 2.77 0.08 -0.95 0.1652
H -3.29 -0.79 -0.32 0.1973
N -0.51 1.27 -0.31 0.0024
N -1.50 -0.92 -0.07 -0.0024
O 0.74 1.89 0.07 -0.0390
O -2.60 0.04 -0.01 -0.1831
```

Its net charge is 0. As for the largest force on an atom: 6.74 eV/A. Its molecular weight is 102.093 g/mol. For the energy relative to the best compared isomer or geometry (same formula, charge and spin), the calculation gives 8.663 eV.

=====

Formula: C33H45AsFN5OS4Tc
Source: the Open Molecules 2025 dataset
Level of theory: ωB97M-V/def2-TZVPD

The geometry in XYZ format:
```
91
Properties=species:S:1:pos:R:3:lowdin_charge:R:1
Tc 0.29 0.30 -0.15 1.3274
C -1.74 -2.78 -1.87 -0.0542
C -0.60 -3.09 -2.84 -0.3436
C 0.43 -4.03 -2.21 -0.0477
C 0.04 -1.89 -3.55 -0.1346
C -0.13 -1.90 -4.94 -0.0305
C 0.47 -0.98 -5.77 -0.0434
C 1.27 0.00 -5.22 -0.0166
C 1.47 0.07 -3.84 -0.1557
C 2.37 1.18 -3.32 -0.3773
C 2.15 2.52 -4.01 -0.0462
C 3.85 0.79 -3.44 -0.0326
C 0.84 -0.87 -2.99 -0.1996
N 1.12 -0.76 -1.57 -0.0814
C 2.27 -1.49 -1.17 -0.2425
C 2.98 -2.38 -1.98 -0.0365
C 4.10 -3.04 -1.50 -0.0414
C 4.56 -2.84 -0.20 -0.0454
C 3.89 -1.94 0.62 0.0081
C 2.78 -1.32 0.10 -0.2227
F 2.13 -0.37 0.90 -0.0779
H -2.15 -3.72 -1.47 0.0964
H -2.57 -2.29 -2.39 0.0725
H -1.42 -2.20 -1.01 0.0378
H -1.07 -3.66 -3.65 0.1250
H 0.97 -3.55 -1.40 0.0472
H 1.17 -4.35 -2.95 0.0947
H -0.07 -4.93 -1.83 0.0923
H -0.73 -2.69 -5.37 0.1181
H 0.33 -1.04 -6.84 0.1175
H 1.77 0.71 -5.86 0.1209
H 2.14 1.32 -2.26 0.0655
H 2.60 2.55 -5.01 0.0840
H 2.62 3.31 -3.43 0.0807
H 1.09 2.78 -4.12 0.0746
H 4.11 0.63 -4.49 0.0944
H 4.09 -0.12 -2.88 0.0699
H 4.48 1.60 -3.06 0.0901
H 2.66 -2.55 -3.00 0.1249
H 4.63 -3.72 -2.15 0.1212
H 5.44 -3.35 0.16 0.1181
H 4.22 -1.71 1.62 0.1334
S -2.79 0.32 4.28 -0.0300
As -4.45 1.83 4.02 0.3868
S -0.89 1.07 1.85 0.2583
S -2.22 -0.33 2.43 0.0064
S -4.67 2.15 2.04 -0.0682
O -0.28 -1.62 0.81 -0.3672
N 0.38 -2.31 1.74 -0.1673
C 0.82 -1.72 2.87 -0.0554
C 1.45 -2.47 3.84 -0.0016
C 1.63 -3.84 3.65 -0.0171
C 1.15 -4.41 2.48 -0.0029
C 0.53 -3.63 1.54 0.0174
H 0.66 -0.66 2.94 0.0683
H 1.80 -1.98 4.73 0.1293
H 2.12 -4.44 4.40 0.1268
H 1.25 -5.47 2.29 0.1277
H 0.12 -4.00 0.61 0.1284
N -3.64 1.67 -2.98 0.0784
C -2.30 1.52 -3.65 -0.0585
C -1.22 1.56 -2.60 -0.1527
N -1.39 0.53 -1.56 -0.1117
C -2.74 0.58 -0.96 -0.2073
C -3.85 0.56 -1.99 -0.0688
H -4.40 1.70 -3.67 0.1912
H -3.66 2.57 -2.48 0.1811
H -2.18 2.32 -4.37 0.1494
H -2.32 0.56 -4.18 0.1418
H -1.16 2.54 -2.14 0.0899
H -0.27 1.40 -3.09 0.0950
H -1.31 -0.37 -2.04 0.0717
H -2.82 1.47 -0.35 0.0531
H -2.87 -0.27 -0.29 0.0939
H -4.83 0.69 -1.52 0.1457
H -3.86 -0.36 -2.58 0.1293
C 3.38 1.80 -0.22 -0.0314
C 2.16 2.64 -0.38 -0.3452
C 2.19 3.97 -0.65 -0.0419
C 0.86 4.46 -0.62 -0.0287
C 0.03 3.42 -0.35 -0.3609
C -1.43 3.63 -0.04 -0.0875
N 0.80 2.22 -0.24 -0.1389
H 4.24 2.42 -0.49 0.0997
H 3.41 0.93 -0.87 0.0437
H 3.53 1.48 0.81 0.0857
H 3.09 4.54 -0.82 0.1204
H 0.54 5.49 -0.72 0.1200
H -1.54 4.60 0.42 0.0983
H -1.85 2.91 0.65 -0.0381
H -2.08 3.65 -0.93 0.0585
```

Its net charge is +2. As for the largest force on an atom: 0.53 eV/A. Its molecular weight is 847.945 g/mol. The spin multiplicity is 2. The calculation puts the total energy at -153530.604 eV.

=====

Formula: C23H23N2O10TeY
Source: the Open Molecules 2025 dataset
Level of theory: ωB97M-V/def2-TZVPD

The geometry in XYZ format:
```
60
Properties=species:S:1:pos:R:3:lowdin_charge:R:1
Y 0.26 0.40 0.42 1.3685
C 2.17 -3.14 -0.04 -0.1094
O 2.33 -1.98 0.76 -0.2479
C 2.30 -2.24 2.13 -0.2176
C 2.76 -0.98 2.82 -0.1649
O 1.98 0.13 2.41 -0.2104
C 1.74 1.12 3.40 -0.1779
C 0.28 1.10 3.78 -0.2010
O -0.51 1.52 2.67 -0.2481
C -1.89 1.40 2.97 -0.0807
H 3.03 -3.82 0.12 0.0841
H 1.24 -3.67 0.21 0.0893
H 2.15 -2.82 -1.07 0.0412
H 1.30 -2.53 2.47 0.1176
H 3.01 -3.04 2.39 0.1258
H 2.68 -1.12 3.90 0.1250
H 3.80 -0.79 2.56 0.1336
H 2.34 0.92 4.29 0.1228
H 2.01 2.08 2.97 0.1197
H -0.02 0.09 4.07 0.1323
H 0.10 1.79 4.62 0.1264
H -2.12 1.96 3.88 0.0864
H -2.45 1.79 2.13 0.0825
H -2.16 0.34 3.10 0.0980
O -1.49 5.86 -2.71 0.0480
C -1.13 4.78 -1.96 -0.2881
C 0.12 4.69 -1.36 0.0558
C 0.41 3.56 -0.62 -0.1729
N -0.46 2.58 -0.48 0.0780
C -1.68 2.68 -1.01 -0.1573
C -2.07 3.77 -1.76 0.0671
C -2.61 1.53 -0.62 -0.6035
O -3.79 1.60 -0.92 0.0280
O -2.00 0.63 0.06 -0.1274
C 1.71 3.36 0.15 -0.6215
O 2.53 4.28 0.17 0.0053
O 1.76 2.24 0.76 -0.1701
H -0.73 6.44 -2.78 0.0969
H 0.87 5.47 -1.45 0.1211
H -3.06 3.82 -2.18 0.1253
O -1.44 -3.09 2.36 -0.0166
C -1.05 -2.26 1.53 -0.6148
O -0.51 -1.12 1.86 -0.1892
C -1.12 -2.54 0.08 -0.2486
C -1.64 -3.72 -0.43 -0.0449
C -1.58 -3.97 -1.78 -0.0539
C -1.02 -3.02 -2.68 -0.2019
C -0.92 -3.20 -4.05 -0.1384
C -0.38 -2.15 -4.86 -0.1791
C 0.03 -0.97 -4.36 -0.2283
C -0.02 -0.67 -2.90 -0.5985
C -0.54 -1.80 -2.06 -0.2644
N -0.57 -1.62 -0.75 0.0369
H -2.08 -4.43 0.26 0.1030
H -1.97 -4.90 -2.19 0.0901
H -1.28 -4.12 -4.50 0.0612
H -0.30 -2.32 -5.94 0.0756
H 0.44 -0.20 -5.01 0.0628
H -0.65 0.21 -2.72 0.0494
Te 1.94 0.09 -2.13 0.6196
```

Its net charge is -2. As for the largest force on an atom: 0.50 eV/A. Its molecular weight is 703.947 g/mol. For the energy relative to the best compared isomer or geometry (same formula, charge and spin), the calculation gives 0.000 eV.

=====

Formula: C9H14O
Source: the Open Molecules 2025 dataset
Level of theory: ωB97M-V/def2-TZVPD

The geometry in XYZ format:
```
24
Properties=species:S:1:pos:R:3:lowdin_charge:R:1
C 2.45 2.64 -1.69 -0.1808
C 2.97 1.42 -2.46 -0.2117
H 2.43 3.56 -2.35 0.0841
H 1.38 2.20 -1.20 0.0857
H 3.12 2.92 -0.90 0.0402
H 3.04 1.74 -3.53 0.0600
H 4.04 1.04 -2.41 0.0852
H 2.17 0.58 -2.42 0.0699
C 0.36 0.20 3.02 -0.0208
C -0.86 0.30 -0.49 0.0714
C -1.39 -1.01 -0.50 -0.2065
C -0.27 0.63 0.71 0.0205
C -0.38 -0.21 1.83 -0.2194
C -1.53 -1.89 0.55 0.0436
C -0.99 -1.48 1.77 0.0507
O -1.76 -1.45 -1.77 0.1330
H -0.90 0.86 -1.36 0.1197
H 0.29 1.60 0.67 0.1462
H -1.90 -2.98 0.38 0.1822
H -2.20 -2.33 -1.78 0.1417
H 1.41 0.53 2.85 0.1217
H 0.47 -0.70 3.77 0.1408
H -1.14 -2.06 2.65 0.1232
H -0.26 1.03 3.39 0.1193
```

Its net charge is +1. As for the largest force on an atom: 5.86 eV/A. Its molecular weight is 138.210 g/mol. For the energy relative to the best compared isomer or geometry (same formula, charge and spin), the calculation gives 1.964 eV. The spin multiplicity is 2.

=====

Formula: C23H42BrFIN7O4P
Source: the Open Molecules 2025 dataset
Level of theory: ωB97M-V/def2-TZVPD

The geometry in XYZ format:
```
80
Properties=species:S:1:pos:R:3:lowdin_charge:R:1
C -3.16 -0.17 -6.50 -0.0629
C -3.95 -0.92 -5.43 -0.2624
O -3.06 -1.61 -4.57 -0.1527
C -3.62 -2.78 -4.02 -0.2102
C -2.67 -3.38 -3.01 -0.1976
O -2.25 -2.39 -2.10 -0.1322
C -1.47 -2.92 -1.05 -0.1836
C -1.32 -1.86 0.03 -0.1266
O 0.07 -1.47 0.20 -0.1185
C 0.34 -0.27 -0.46 -0.1606
N 1.79 -0.12 -0.42 -0.0368
N 2.53 -0.43 0.67 0.2081
C 3.81 -0.18 0.36 -0.3813
N 4.86 -0.38 1.18 -0.2373
C 4.64 -0.94 2.52 -0.1884
C 4.31 0.14 3.54 -0.1611
F 3.02 0.60 3.27 -0.0525
P 6.54 0.04 0.83 0.5608
O 6.77 -0.72 -0.59 -0.3471
Br 6.44 2.13 0.10 0.3789
N 3.89 0.28 -0.89 0.1174
C 2.64 0.30 -1.33 -0.7919
I 2.18 0.96 -3.23 1.0472
H -2.10 -0.16 -6.24 0.0723
H -3.27 -0.64 -7.48 0.0711
H -3.51 0.86 -6.60 0.0699
H -4.54 -0.22 -4.83 0.1188
H -4.64 -1.64 -5.90 0.1139
H -3.81 -3.51 -4.82 0.1317
H -4.60 -2.56 -3.56 0.1320
H -1.80 -3.78 -3.55 0.1335
H -3.17 -4.21 -2.50 0.1295
H -1.95 -3.81 -0.63 0.1187
H -0.48 -3.23 -1.42 0.1359
H -1.67 -2.22 0.99 0.0721
H -1.91 -0.98 -0.23 0.1367
H 0.06 -0.30 -1.52 0.1126
H -0.14 0.60 0.02 0.1014
H 2.11 -0.78 1.51 0.1751
H 5.56 -1.44 2.83 0.1104
H 3.83 -1.67 2.48 0.1267
H 4.99 0.98 3.40 0.1206
H 4.36 -0.23 4.56 0.1288
H 6.54 -1.66 -0.48 0.0639
C 3.83 4.80 -0.65 -0.1092
C 3.29 4.51 0.75 -0.2593
C 1.80 4.84 0.90 -0.2040
C 1.53 6.25 0.65 -0.2424
N 1.32 7.36 0.45 0.1583
H 3.76 5.86 -0.89 0.0783
H 4.87 4.51 -0.72 0.0256
H 3.27 4.24 -1.40 0.0691
H 3.87 5.09 1.49 0.1161
H 3.44 3.46 0.99 0.0828
H 1.46 4.60 1.91 0.1127
H 1.21 4.24 0.21 0.0934
C -4.13 4.63 0.83 -0.1044
C -3.28 4.90 2.07 -0.2512
C -1.78 4.97 1.76 -0.1809
C -1.29 3.71 1.21 -0.2202
N -0.91 2.71 0.77 0.1687
H -3.89 3.66 0.39 0.0697
H -5.19 4.62 1.08 0.0759
H -3.97 5.39 0.07 0.0801
H -3.46 4.13 2.82 0.1133
H -3.58 5.85 2.51 0.1126
H -1.21 5.19 2.67 0.1227
H -1.57 5.76 1.04 0.1224
C -1.03 -6.28 1.75 -0.1066
C -1.39 -6.30 3.24 -0.2558
C -2.71 -5.58 3.55 -0.1799
C -2.66 -4.17 3.15 -0.2111
N -2.61 -3.07 2.84 0.1604
H -0.89 -5.26 1.39 0.0556
H -0.11 -6.82 1.57 0.0745
H -1.82 -6.75 1.16 0.0805
H -0.58 -5.83 3.81 0.1112
H -1.47 -7.33 3.58 0.1108
H -2.93 -5.63 4.61 0.1216
H -3.53 -6.05 3.01 0.1243
```

Its net charge is +1. As for the largest force on an atom: 0.77 eV/A. Its molecular weight is 737.414 g/mol. The calculation puts the total energy at -133295.577 eV.

=====

Formula: C38H108F6N9O15S2
Source: the Open Molecules 2025 dataset
Level of theory: ωB97M-V/def2-TZVPD

The geometry in XYZ format:
```
178
Properties=species:S:1:pos:R:3:lowdin_charge:R:1
C 2.99 -22.99 -9.40 -0.0060
C 3.97 -21.95 -8.91 -0.2761
C 3.76 -21.50 -7.42 -0.1537
O 4.86 -20.71 -6.99 -0.2105
C 4.62 -19.99 -5.80 -0.0791
N 5.42 -22.48 -8.96 0.2351
H 5.61 -23.32 -8.42 0.1347
H 5.69 -22.38 -9.92 0.1580
H 6.05 -21.83 -8.51 0.0819
H 3.09 -23.29 -10.44 0.1038
H 2.02 -22.53 -9.24 0.1078
H 3.10 -23.87 -8.77 0.1015
H 3.99 -21.03 -9.50 0.1269
H 3.82 -22.40 -6.83 0.1428
H 2.80 -20.98 -7.37 0.1441
H 5.50 -19.48 -5.43 0.0679
H 4.15 -20.57 -5.00 0.1081
H 3.95 -19.16 -6.04 0.0800
C 8.41 -19.97 0.89 -0.0028
C 9.07 -19.97 -0.50 -0.2451
C 8.09 -19.62 -1.71 -0.1702
O 8.81 -19.33 -2.89 -0.2173
C 8.01 -19.22 -4.07 -0.0715
N 10.10 -18.84 -0.48 0.2240
H 9.88 -17.87 -0.29 0.1694
H 10.80 -19.07 0.21 0.1748
H 10.61 -18.84 -1.35 0.1483
H 7.88 -20.92 0.81 0.1075
H 7.82 -19.06 1.04 0.0992
H 9.15 -20.15 1.67 0.1092
H 9.63 -20.89 -0.69 0.1618
H 7.38 -18.82 -1.50 0.1168
H 7.42 -20.47 -1.82 0.1340
H 8.66 -19.13 -4.94 0.0816
H 7.51 -18.25 -3.99 0.0746
H 7.36 -20.09 -4.14 0.0920
C 9.63 -19.64 -13.18 -0.0538
C 10.24 -21.05 -13.19 -0.2263
C 11.81 -21.06 -12.95 -0.1223
O 11.99 -20.26 -11.78 -0.2035
C 13.12 -20.50 -10.99 -0.0827
N 9.51 -21.84 -12.07 0.2275
H 9.69 -21.69 -11.09 0.0691
H 8.51 -21.69 -12.17 0.1460
H 9.72 -22.83 -12.16 0.1608
H 9.79 -19.07 -12.26 0.0649
H 8.64 -19.48 -13.60 0.0791
H 10.24 -18.99 -13.80 0.1033
H 10.10 -21.46 -14.19 0.1590
H 12.26 -20.62 -13.85 0.1504
H 12.03 -22.12 -12.87 0.1340
H 14.03 -20.36 -11.57 0.1102
H 13.18 -21.53 -10.63 0.0887
H 13.07 -19.73 -10.22 0.0811
C 5.66 -11.87 -8.67 0.0101
C 4.77 -13.07 -8.22 -0.2475
C 5.41 -14.46 -8.50 -0.1617
O 4.47 -15.43 -8.02 -0.1837
C 5.00 -16.75 -8.07 -0.0944
N 4.48 -13.02 -6.72 0.2453
H 4.16 -13.97 -6.59 0.1354
H 5.35 -12.90 -6.21 0.1621
H 3.78 -12.34 -6.46 0.1874
H 5.12 -10.93 -8.76 0.1062
H 6.08 -11.94 -9.68 0.0978
H 6.47 -11.84 -7.94 0.0882
H 3.78 -13.04 -8.67 0.1634
H 6.39 -14.67 -8.08 0.1107
H 5.45 -14.64 -9.57 0.1321
H 4.27 -17.52 -7.81 0.0836
H 5.90 -17.00 -7.51 0.0879
H 5.19 -17.14 -9.07 0.0663
C 10.03 -24.53 -6.75 0.0182
C 8.47 -24.53 -7.13 -0.2300
C 8.29 -24.89 -8.59 -0.2089
O 6.92 -24.92 -8.81 -0.2360
C 6.57 -25.30 -10.14 -0.0486
N 7.57 -25.49 -6.32 0.2495
H 7.50 -25.25 -5.34 0.1717
H 6.62 -25.53 -6.68 0.1543
H 7.86 -26.46 -6.28 0.1813
H 10.28 -24.37 -5.70 0.0757
H 10.41 -23.65 -7.27 0.0599
H 10.54 -25.40 -7.15 0.1042
H 7.95 -23.59 -6.96 0.1145
H 8.79 -25.82 -8.87 0.1539
H 8.76 -24.18 -9.27 0.1288
H 6.83 -24.50 -10.84 0.0888
H 5.51 -25.50 -10.04 0.1036
H 6.86 -26.28 -10.52 0.1206
C 6.49 -14.67 -0.51 -0.0068
C 6.73 -14.58 -2.00 -0.3226
C 8.04 -15.32 -2.32 -0.1254
O 8.06 -15.52 -3.77 -0.2223
C 9.30 -15.97 -4.31 -0.0927
N 5.60 -15.20 -2.69 0.2266
H 5.68 -15.08 -3.69 0.1525
H 5.46 -16.17 -2.44 0.1725
H 4.69 -14.81 -2.46 0.1827
H 5.76 -13.88 -0.32 0.1146
H 7.39 -14.53 0.09 0.1145
H 6.20 -15.67 -0.17 0.0998
H 6.75 -13.57 -2.39 0.1727
H 8.12 -16.28 -1.80 0.1156
H 8.88 -14.66 -2.12 0.1547
H 9.28 -16.45 -5.29 0.0787
H 9.83 -16.73 -3.73 0.0816
H 9.93 -15.10 -4.44 0.1088
C 5.42 -17.61 -12.47 -0.0500
C 3.94 -18.06 -12.47 -0.2334
C 3.38 -18.19 -11.10 -0.2439
O 2.08 -18.59 -11.36 -0.1734
C 1.28 -18.65 -10.19 -0.0364
N 3.18 -16.95 -13.27 0.2584
H 2.98 -16.07 -12.82 0.1725
H 3.53 -16.68 -14.17 0.1787
H 2.23 -17.22 -13.48 0.1701
H 5.99 -18.28 -11.83 0.0751
H 5.51 -16.66 -11.94 0.0683
H 6.11 -17.50 -13.31 0.0915
H 3.88 -18.98 -13.05 0.1708
H 3.46 -17.30 -10.47 0.1295
H 3.89 -19.05 -10.66 0.1220
H 0.93 -17.63 -10.01 0.1056
H 1.88 -18.94 -9.33 0.0750
H 0.45 -19.32 -10.42 0.1186
C 11.72 -21.97 -4.54 -0.0292
C 13.04 -21.67 -5.32 -0.2300
C 13.37 -22.73 -6.42 -0.2179
O 14.57 -22.52 -7.09 -0.1648
C 15.67 -23.08 -6.40 -0.0522
N 12.91 -20.37 -6.09 0.2508
H 12.51 -19.72 -5.44 0.1567
H 13.84 -20.07 -6.35 0.1782
H 12.24 -20.55 -6.82 0.1133
H 11.31 -21.17 -3.92 0.0665
H 11.67 -22.82 -3.85 0.0959
H 10.90 -22.28 -5.19 0.0378
H 13.90 -21.62 -4.64 0.1515
H 12.69 -22.77 -7.27 0.1250
H 13.34 -23.73 -5.99 0.1384
H 15.64 -24.16 -6.29 0.1097
H 15.62 -22.70 -5.38 0.0813
H 16.63 -22.71 -6.75 0.1161
C 8.63 -15.96 -12.22 -0.0197
C 8.69 -14.67 -11.42 -0.2716
C 8.78 -14.84 -9.91 -0.1797
O 9.04 -13.58 -9.34 -0.1745
C 9.43 -13.69 -8.01 -0.0865
N 9.95 -13.91 -11.92 0.2672
H 10.20 -14.13 -12.87 0.1689
H 9.65 -12.95 -11.92 0.1741
H 10.70 -14.10 -11.27 0.0837
H 9.08 -15.82 -13.21 0.1034
H 7.65 -16.42 -12.32 0.0444
H 9.30 -16.65 -11.70 0.0821
H 7.85 -14.07 -11.75 0.1507
H 9.60 -15.51 -9.66 0.1314
H 7.75 -15.13 -9.67 0.1021
H 10.37 -14.24 -7.94 0.1010
H 8.60 -14.09 -7.42 0.0629
H 9.55 -12.65 -7.69 0.1164
C 8.82 -18.89 -8.60 -0.5191
F 8.45 -18.24 -7.50 0.1119
F 7.87 -18.82 -9.57 0.0988
F 10.00 -18.24 -9.07 0.0681
S 9.10 -20.78 -8.13 0.5445
O 10.13 -20.76 -7.11 -0.3161
O 7.82 -21.40 -7.66 -0.3559
O 9.50 -21.42 -9.36 -0.3309
C 13.18 -16.37 -9.19 -0.5835
F 12.18 -16.42 -8.32 0.0890
F 14.34 -16.84 -8.79 0.1446
F 12.80 -17.00 -10.42 0.0107
S 13.59 -14.49 -9.72 0.5113
O 13.74 -13.83 -8.43 -0.3270
O 14.78 -14.43 -10.54 -0.2712
O 12.40 -14.06 -10.49 -0.3924
```

Its net charge is +7. As for the largest force on an atom: 5.64 eV/A. Its molecular weight is 1109.452 g/mol. For the energy relative to the best compared isomer or geometry (same formula, charge and spin), the calculation gives 7.275 eV.